Entry 1:
Density functional theory data (ωB97M-V/def2-TZVPD) for a cluster of 11 separate species, C6H34O10 in total.

Output
largest force on an atom: 0.0773 hartree/bohr
total charge: 0
HOMO energy: -10.44 eV
LUMO: -0.012 Eh

CARTESIAN COORDINATES (ANGSTROEM)
C 2.209 3.088 -0.636
C 2.574 1.569 -0.706
C 1.427 0.687 -1.343
C 2.041 0.136 -2.630
C 0.852 -0.179 -0.278
C 0.035 -1.352 -0.702
H 2.133 3.518 -1.645
H 1.233 3.284 -0.148
H 2.912 3.713 -0.145
H 2.689 1.233 0.371
H 3.490 1.370 -1.237
H 0.646 1.389 -1.728
H 2.116 0.861 -3.438
H 1.596 -0.840 -2.959
H 2.983 -0.480 -2.492
H 1.753 -0.647 0.183
H 0.313 0.446 0.463
H -0.381 -1.128 -1.737
H 0.477 -2.272 -1.032
H -0.752 -1.730 -0.042
O -2.139 -2.593 -2.168
H -2.782 -2.978 -1.563
H -1.295 -2.989 -1.957
O -0.669 -4.241 -0.086
H -1.566 -4.019 -0.341
H -0.691 -3.995 0.866
O -0.620 -0.602 2.937
H -0.725 0.252 2.509
H -0.812 -0.433 3.873
O -2.360 1.611 -0.810
H -1.594 0.981 -0.772
H -2.177 2.089 -1.650
O 2.284 -0.970 2.287
H 2.813 -0.895 3.082
H 1.365 -0.901 2.608
O -3.628 -1.811 0.510
H -4.276 -1.264 0.081
H -2.688 -1.921 0.613
O -1.514 -2.762 2.334
H -0.631 -2.954 2.811
H -1.520 -1.826 2.604
O 2.104 3.077 2.100
H 1.500 3.176 2.845
H 1.486 3.170 1.376
O -0.829 2.349 -3.333
H -1.234 2.722 -2.548
H -0.100 1.894 -2.900
O -2.642 1.390 2.435
H -2.892 0.466 2.659
H -2.513 1.312 1.475

---

Entry 2:
Density functional theory data (ωB97M-V/def2-TZVPD) for a cluster of 11 separate species, C6H34O11 in total.

Output
largest force on an atom: 0.0785 hartree/bohr
total charge: +1
2S+1: 2
HOMO energy (spin up / spin down): -12.76 / -12.40 eV
LUMO (spin up / spin down): -0.132 / -0.379 Eh

CARTESIAN COORDINATES (ANGSTROEM)
O -1.624 0.690 -1.003
H -1.998 1.260 -1.675
H -2.294 0.652 -0.320
O -3.177 -1.867 -1.149
H -3.122 -1.467 -2.017
H -2.297 -2.205 -0.985
O -0.627 -1.115 4.315
H 0.137 -0.830 4.815
H -0.351 -1.056 3.400
O -3.165 0.277 1.451
H -4.047 -0.079 1.559
H -3.124 1.007 2.069
O -2.907 -2.168 3.000
H -2.165 -1.986 3.578
H -3.156 -1.311 2.653
O 2.497 -2.550 2.502
H 2.987 -1.761 2.271
H 2.045 -2.797 1.695
O -0.044 -0.903 1.620
H -0.780 -1.343 1.196
H 0.364 -0.390 0.923
O -1.194 -3.326 0.648
H -1.207 -4.278 0.548
H -1.876 -3.144 1.295
O 1.504 -3.214 -0.041
H 0.549 -3.270 -0.080
H 1.762 -2.901 -0.908
C 0.402 0.376 -3.862
C 1.084 -0.649 -2.956
C 2.214 -0.008 -2.350
O 0.159 -1.080 -2.000
H -0.367 -0.093 -4.475
H 1.070 0.955 -4.499
H -0.106 1.105 -3.232
H 1.416 -1.437 -3.632
H 2.971 -0.706 -1.992
H 2.074 0.675 -1.512
H 2.788 0.531 -3.105
H -0.307 -0.300 -1.692
C 0.958 2.605 1.332
C 1.662 3.564 0.429
C 1.218 3.604 -1.031
O 1.370 4.866 1.005
H 1.005 1.535 1.130
H -0.092 2.890 1.264
H 1.344 2.633 2.351
H 2.737 3.429 0.545
H 0.148 3.774 -1.155
H 1.357 2.574 -1.359
H 1.781 4.264 -1.691
H 0.424 4.969 1.128

---

Entry 3:
Density functional theory data (ωB97M-V/def2-TZVPD) for a cluster of 12 separate species, C6H36NO12 in total.

Output
largest force on an atom: 0.0450 hartree/bohr
total charge: -1
HOMO energy: -5.73 eV
LUMO: 0.097 Eh

CARTESIAN COORDINATES (ANGSTROEM)
C -0.997 1.049 1.982
C 0.155 0.506 1.122
C 1.425 0.232 1.949
C 1.340 -1.128 2.636
C 2.640 0.409 1.055
N -0.264 -0.635 0.257
C -1.560 -0.420 -0.411
O -2.547 -1.226 0.113
H -0.675 1.938 2.519
H -1.511 0.318 2.613
H -1.827 1.470 1.407
H 0.301 1.314 0.373
H 1.486 1.030 2.729
H 1.757 -1.873 1.946
H 1.961 -1.128 3.535
H 0.347 -1.318 3.059
H 2.721 1.456 0.738
H 2.613 -0.282 0.230
H 3.602 0.212 1.551
H -0.246 -1.492 0.795
H -1.883 0.622 -0.514
H -1.382 -0.688 -1.477
H -3.798 -1.692 -0.849
H -4.762 -2.938 -0.548
O -4.587 -2.233 -1.168
H 0.815 -0.457 -1.235
H 0.397 -0.926 -2.707
O 0.989 -0.362 -2.208
H 1.612 3.086 -0.708
H 2.191 4.280 -1.368
O 2.459 3.567 -0.778
H -3.761 0.223 0.492
H -4.705 0.227 -0.684
O -4.631 0.580 0.208
H 0.899 2.351 4.555
H 0.920 3.214 3.231
O 1.270 3.118 4.117
H -2.181 -2.104 1.489
H -2.146 -3.376 2.531
O -2.077 -2.427 2.429
H 1.197 1.150 -4.325
H 2.443 1.823 -4.673
O 1.519 1.799 -4.958
H 0.690 2.824 -2.829
H -0.500 2.150 -2.084
O 0.059 2.932 -2.094
H -2.767 -3.739 -1.939
H -2.218 -2.928 -0.839
O -1.906 -3.382 -1.653
H 2.443 -3.910 -0.114
H 2.401 -3.999 -1.607
O 2.852 -3.529 -0.897
H 2.141 0.734 -2.586
H 2.552 2.052 -1.803
O 2.734 1.528 -2.604

---

Entry 4:
Density functional theory data (ωB97M-V/def2-TZVPD) for a cluster of 14 separate species, C6H36O13 in total.

Output
largest force on an atom: 0.0996 hartree/bohr
total charge: 0
HOMO energy: -7.98 eV
LUMO: 0.000 Eh

CARTESIAN COORDINATES (ANGSTROEM)
C 2.385 0.394 -0.146
C 1.136 -0.343 0.077
C 0.947 -1.481 0.784
C 1.970 -2.219 1.509
C 1.685 -3.500 1.731
C -0.092 0.290 -0.464
H 3.288 -0.184 -0.369
H 2.732 0.825 0.842
H 2.362 1.180 -0.895
H -0.062 -1.784 0.842
H 2.899 -1.805 1.646
H 0.628 -3.927 1.674
H 2.453 -4.203 2.228
H -0.984 -0.291 -0.088
H -0.220 0.071 -1.541
H -0.022 1.336 -0.330
H 3.332 -0.559 -4.344
H 2.326 -0.595 -3.135
O 2.924 0.031 -3.687
H 1.562 -2.655 -1.919
H 0.384 -1.780 -2.323
O 1.282 -2.187 -2.700
H -0.123 1.358 3.369
H -0.511 1.249 1.859
O -0.532 0.695 2.705
H -3.049 -1.368 2.409
H -2.114 -0.164 2.265
O -2.651 -0.791 1.730
H 2.414 -0.538 4.658
H 2.984 0.767 4.710
O 3.311 -0.143 4.648
H 1.125 3.267 -3.480
H 1.620 1.737 -3.116
O 1.053 2.549 -2.933
H -2.184 -1.834 -1.618
H -1.811 -2.977 -2.459
O -1.406 -2.291 -1.855
H -0.960 3.078 -0.949
H 0.525 3.262 -1.349
O -0.145 3.646 -0.746
H -4.776 0.907 -3.180
H -3.996 0.138 -2.182
O -3.904 0.457 -3.087
H -2.411 3.219 -3.096
H -2.552 1.845 -2.681
O -2.061 2.630 -2.397
H -0.712 4.148 2.069
H -0.093 3.391 0.912
O -0.360 3.252 1.808
H -4.441 -1.855 -0.508
H -3.503 -0.949 0.291
O -3.785 -1.163 -0.698
H 0.931 -2.075 4.815
H 0.323 -0.974 3.972
O 0.879 -1.086 4.725

---

Entry 5:
Density functional theory data (ωB97M-V/def2-TZVPD) for a cluster of 14 separate species, C6H37NO13 in total.

Output
largest force on an atom: 0.0618 hartree/bohr
total charge: 0
HOMO energy: -8.74 eV
LUMO: 0.001 Eh

CARTESIAN COORDINATES (ANGSTROEM)
C 2.241 0.356 2.573
C 1.387 -0.936 2.412
N -1.531 -0.769 2.752
C -0.884 -0.776 1.459
C 0.430 -0.653 1.272
C -2.324 0.322 -0.111
C -1.813 -0.844 0.269
H 2.530 0.476 3.607
H 3.233 0.261 2.043
H 1.616 1.206 2.206
H 0.919 -1.018 3.416
H 1.961 -1.882 2.206
H -1.127 -1.438 3.391
H -2.419 -1.297 2.638
H 0.921 -0.549 0.348
H -3.084 0.432 -0.897
H -1.908 1.217 0.328
H -1.868 -1.786 -0.282
H 0.438 -0.889 -4.997
H 0.842 -1.066 -3.523
O 0.225 -0.576 -4.113
H 0.004 3.214 -0.706
H -0.995 4.208 -1.319
O -0.957 3.352 -0.867
H -2.045 -2.535 -2.448
H -2.714 -3.974 -2.321
O -2.031 -3.399 -1.969
H 1.472 4.814 1.622
H 1.251 3.468 2.429
O 1.908 4.142 2.143
H 2.601 1.601 -2.408
H 3.119 3.004 -2.341
O 3.281 2.154 -1.910
H -3.347 -3.663 -0.763
H -3.476 -3.038 0.640
O -3.967 -3.547 -0.013
H -0.589 2.554 3.494
H -0.442 2.148 1.995
O -0.320 2.874 2.621
H 1.425 -4.812 -0.864
H -0.004 -4.429 -0.963
O 0.871 -4.152 -1.314
H 1.199 -2.220 -1.892
H 2.292 -1.093 -1.567
O 1.771 -1.529 -2.245
H -1.483 -1.054 -3.617
H -2.781 -1.334 -4.371
O -2.417 -1.296 -3.484
H 2.151 2.240 -0.784
H 1.939 2.773 0.673
O 1.463 2.376 -0.082
H 0.669 1.064 -3.671
H 0.361 2.139 -2.504
O 1.019 1.789 -3.126
H 0.424 1.014 5.208
H -0.908 0.414 4.509
O -0.529 0.945 5.218

---

Table of energy above the lowest of the compared OMol25 structures with the same formula, charge and spin (kcal per mole), in record order: 70.65 28.16 56.82 65.21 76.58
Table of electronic energy (eV), in record order: -27245.7944 -29285.9560 -32868.6000 -33422.7900 -34929.5149